Record 1
Here is 6 unconnected molecules or ions with the total composition C42H39BO15 from OMol25. Energies are from ωB97M-V/def2-TZVPD.

Last column: Mulliken charge in e.
Atoms and positions in Å:
C  -1.86  3.93  -1.82  0.053
C  -2.48  3.16  -2.98  -0.720
C  -3.63  2.22  -2.60  -1.254
C  -3.27  1.14  -1.56  0.398
C  -2.41  0.03  -2.18  -0.735
C  -1.70  -0.92  -1.17  0.400
C  -1.91  -0.61  0.32  -0.837
C  -0.91  0.37  0.84  0.524
C  -1.11  1.52  1.50  0.457
B  -2.47  2.15  1.98  0.822
O  -2.87  3.42  1.65  -0.671
O  -3.23  1.38  2.83  -0.443
C  -4.62  1.27  2.47  -0.598
C  0.24  2.11  1.73  0.185
O  0.55  3.25  1.90  -0.430
O  1.17  1.10  1.58  -0.177
C  0.58  0.17  0.72  -0.131
O  1.24  -0.57  0.06  -0.570
H  -2.50  4.73  -1.45  0.329
H  -0.93  4.40  -2.14  0.142
H  -1.59  3.29  -0.97  -0.519
H  -1.72  2.60  -3.52  0.326
H  -2.88  3.89  -3.69  0.458
H  -3.97  1.71  -3.51  0.357
H  -4.49  2.80  -2.24  0.431
H  -2.79  1.60  -0.70  -0.316
H  -4.22  0.69  -1.25  0.348
H  -1.65  0.49  -2.81  0.223
H  -3.03  -0.57  -2.84  0.341
H  -0.63  -0.85  -1.36  -0.621
H  -1.95  -1.95  -1.40  0.611
H  -1.73  -1.53  0.88  0.770
H  -2.93  -0.31  0.56  -0.137
H  -2.82  3.60  0.71  0.362
H  -4.91  0.23  2.58  0.224
H  -5.22  1.90  3.12  0.305
H  -4.80  1.58  1.44  0.245
C  2.60  -3.24  -2.41  -0.226
C  1.55  -2.53  -2.81  -0.239
C  0.56  -3.10  -3.76  0.443
O  -0.40  -2.45  -4.12  -0.557
C  0.78  -4.48  -4.25  -0.446
C  1.83  -5.19  -3.84  -0.451
C  2.82  -4.63  -2.89  0.391
O  3.78  -5.28  -2.52  -0.541
H  3.34  -2.86  -1.71  0.499
H  1.37  -1.53  -2.46  0.243
H  0.05  -4.87  -4.94  0.428
H  2.02  -6.20  -4.18  0.438
C  3.79  -6.83  0.20  -0.350
C  5.08  -6.53  0.28  -0.366
C  5.76  -6.37  1.59  0.413
O  6.94  -6.09  1.66  -0.544
C  4.94  -6.56  2.81  -0.357
C  3.65  -6.87  2.73  -0.348
C  2.97  -7.03  1.42  0.350
O  1.79  -7.31  1.35  -0.566
H  3.29  -6.95  -0.75  0.513
H  5.70  -6.38  -0.60  0.438
H  5.45  -6.44  3.76  0.406
H  3.03  -7.02  3.61  0.410
C  3.70  5.99  -2.49  -0.414
C  2.62  6.67  -2.15  -0.443
C  1.58  6.09  -1.26  0.094
O  0.59  6.71  -0.96  -0.567
C  1.81  4.70  -0.77  -0.197
C  2.90  4.02  -1.11  -0.125
C  3.93  4.61  -2.00  0.146
O  4.92  3.98  -2.31  -0.551
H  4.47  6.40  -3.14  0.417
H  2.43  7.68  -2.50  0.421
H  1.05  4.29  -0.11  0.599
H  3.09  3.01  -0.75  0.561
C  4.58  5.63  5.13  -0.423
C  5.05  4.38  5.16  -0.399
C  4.37  3.30  4.40  0.237
O  4.80  2.16  4.43  -0.553
C  3.17  3.65  3.61  -0.290
C  2.70  4.90  3.58  -0.219
C  3.38  5.99  4.34  0.179
O  2.96  7.12  4.32  -0.547
H  5.05  6.44  5.68  0.414
H  5.92  4.10  5.72  0.414
H  2.70  2.85  3.06  0.547
H  1.83  5.18  3.01  0.575
C  -6.36  -3.98  -1.09  -0.412
C  -5.06  -3.71  -1.06  -0.323
C  -4.34  -3.59  0.24  0.516
O  -3.15  -3.35  0.27  -0.528
C  -5.12  -3.78  1.48  -0.411
C  -6.42  -4.04  1.44  -0.405
C  -7.15  -4.17  0.15  0.321
O  -8.33  -4.41  0.12  -0.544
H  -6.91  -4.07  -2.02  0.418
H  -4.46  -3.57  -1.95  0.474
H  -4.57  -3.69  2.41  0.460
H  -7.01  -4.18  2.34  0.420

Its spin multiplicity is 1. Its SMILES is CCCCCCCC1=C(B(O)OC)C(=O)OC1=O.O=C1C=CC(=O)C=C1.O=C1C=CC(=O)C=C1.O=C1C=CC(=O)C=C1.O=C1C=CC(=O)C=C1.O=C1C=CC(=O)C=C1. The LUMO energy is -1.907 eV. Its net charge is 0. The HOMO energy comes out at -9.97 eV. Its orbital gap is 8.1 eV.

***

Record 2
Here is a molecular structure, C42H39INO2SiV from OMol25. Energies are from ωB97M-V/def2-TZVPD.

Last column: Mulliken charge in e.
Atoms and positions in Å:
V  -0.39  0.09  0.82  -0.369
I  2.37  -0.16  0.23  0.082
C  2.70  0.18  2.26  0.615
C  3.95  0.52  2.67  -0.688
C  4.20  0.59  4.06  -0.716
C  3.22  0.26  4.95  -0.886
C  1.92  -0.11  4.50  0.850
C  0.93  -0.54  5.41  -0.770
C  -0.30  -0.94  4.97  -1.283
C  -0.63  -0.83  3.60  -0.266
C  0.28  -0.38  2.67  0.687
C  1.62  -0.09  3.11  0.512
H  4.75  0.71  1.96  0.471
H  5.19  0.87  4.41  0.425
H  3.42  0.25  6.01  0.427
H  1.17  -0.57  6.46  0.430
H  -1.04  -1.30  5.67  0.449
H  -1.63  -1.09  3.30  0.302
C  -3.74  4.34  -1.71  -0.658
C  -3.18  3.26  -2.38  -0.777
C  -2.07  2.62  -1.86  -0.262
C  -1.48  3.06  -0.67  0.700
C  -2.06  4.15  0.00  -0.145
C  -3.18  4.79  -0.52  -0.808
Si  0.14  2.40  -0.11  0.942
C  1.50  2.81  -1.25  0.546
C  2.43  3.76  -0.83  -0.569
C  3.43  4.20  -1.69  -0.669
C  3.52  3.67  -2.97  -0.498
C  2.61  2.71  -3.40  -0.681
C  1.60  2.28  -2.55  -0.136
H  -4.60  4.86  -2.13  0.500
H  -3.61  2.93  -3.32  0.564
H  -1.64  1.78  -2.41  0.291
H  -1.61  4.53  0.91  0.387
H  -3.61  5.64  0.00  0.463
H  0.46  2.79  1.29  -0.357
H  2.37  4.18  0.18  0.380
H  4.14  4.94  -1.36  0.422
H  4.30  4.00  -3.64  0.410
H  2.68  2.30  -4.40  0.418
H  0.89  1.54  -2.90  0.307
C  -4.07  -2.86  -3.29  -1.089
O  -3.93  -2.16  -2.03  -0.386
C  -4.51  -0.94  -1.93  0.708
C  -5.06  -0.22  -2.98  -0.479
C  -5.65  1.00  -2.72  -1.051
C  -5.69  1.54  -1.44  -0.763
C  -5.13  0.84  -0.38  -0.463
C  -4.55  -0.40  -0.64  0.483
N  -4.07  -1.30  0.37  0.466
C  -3.87  -1.19  1.63  -0.795
C  -3.91  0.06  2.40  0.054
C  -4.87  0.30  3.38  -0.717
C  -4.82  1.47  4.13  -0.892
C  -3.79  2.38  3.92  -0.811
C  -2.81  2.13  2.97  -0.589
C  -2.88  0.98  2.23  1.100
O  -1.85  0.64  1.36  0.373
H  -5.12  -2.89  -3.59  0.513
H  -3.72  -3.87  -3.11  0.275
H  -3.46  -2.38  -4.05  0.368
H  -5.03  -0.62  -3.98  0.512
H  -6.09  1.56  -3.54  0.469
H  -6.16  2.49  -1.25  0.502
H  -5.17  1.24  0.62  0.384
H  -3.89  -2.22  -0.03  0.230
H  -3.61  -2.12  2.12  0.404
H  -5.66  -0.42  3.54  0.530
H  -5.58  1.66  4.88  0.467
H  -3.75  3.29  4.51  0.494
H  -1.98  2.81  2.82  0.455
C  -0.07  -4.35  -2.05  -1.504
C  -0.51  -4.16  -0.59  1.976
C  0.57  -4.70  0.37  -1.659
C  -1.84  -4.89  -0.34  -1.328
C  -0.69  -2.73  -0.32  0.064
C  -0.84  -1.54  -0.10  -0.381
H  0.07  -5.41  -2.25  0.425
H  0.88  -3.84  -2.24  0.370
H  -0.81  -3.95  -2.74  0.272
H  0.68  -5.78  0.22  0.447
H  0.30  -4.51  1.41  0.341
H  1.53  -4.23  0.17  0.348
H  -1.71  -5.96  -0.52  0.468
H  -2.62  -4.53  -1.02  0.074
H  -2.18  -4.75  0.69  0.296

Its spin multiplicity is 1. The LUMO energy is -6.339 eV. Its net charge is +2. The HOMO energy comes out at -13.21 eV. Its orbital gap is 6.9 eV.

***

Record 3
Here is a molecular structure, C42H39InN2OPS2 from OMol25. Energies are from ωB97M-V/def2-TZVPD.

Last column: Mulliken charge in e.
Atoms and positions in Å:
In  1.55  0.57  0.51  1.074
C  -2.14  1.63  3.33  -2.055
C  -0.92  1.65  2.43  0.985
S  0.09  0.21  2.57  -0.530
C  -0.65  2.71  1.64  0.480
C  -1.52  3.94  1.61  -1.378
S  0.75  2.88  0.58  -0.198
H  -2.27  0.63  3.74  0.420
H  -3.05  1.89  2.79  0.370
H  -2.04  2.33  4.16  0.434
H  -2.37  3.87  2.29  0.373
H  -1.90  4.13  0.60  0.041
H  -0.93  4.82  1.90  0.313
C  -3.64  -2.99  2.87  -0.592
C  -2.54  -3.60  2.29  -0.573
C  -1.87  -3.00  1.23  -0.453
C  -2.29  -1.76  0.75  0.371
C  -3.38  -1.14  1.35  -0.305
C  -4.06  -1.75  2.39  -0.640
P  -1.44  -0.82  -0.57  1.310
C  -2.50  -1.21  -2.02  0.064
C  -2.10  -0.66  -3.25  -0.254
C  -2.84  -0.87  -4.39  -0.693
C  -4.01  -1.62  -4.34  -0.540
C  -4.42  -2.17  -3.14  -0.605
C  -3.66  -1.97  -1.99  -0.350
C  0.04  -1.82  -0.96  0.172
C  -0.06  -3.05  -1.62  0.073
C  1.09  -3.77  -1.93  -0.801
C  2.33  -3.26  -1.59  -0.959
C  2.42  -2.03  -0.95  -0.260
C  1.28  -1.29  -0.62  -0.389
H  -4.16  -3.46  3.69  0.342
H  -2.19  -4.56  2.66  0.395
H  -1.00  -3.48  0.80  0.262
H  -3.69  -0.16  1.01  0.417
H  -4.91  -1.26  2.85  0.414
H  -1.20  -0.05  -3.29  0.295
H  -2.52  -0.43  -5.33  0.433
H  -4.59  -1.78  -5.24  0.351
H  -5.32  -2.77  -3.09  0.401
H  -3.99  -2.41  -1.05  0.355
H  -1.03  -3.44  -1.90  0.478
H  1.01  -4.73  -2.44  0.397
H  3.23  -3.81  -1.84  0.413
H  3.41  -1.63  -0.72  0.338
C  3.50  -0.28  3.16  -1.756
N  3.46  0.23  1.79  0.210
C  4.57  0.56  1.22  0.030
C  4.58  1.01  -0.13  0.004
C  5.64  1.27  -1.01  -1.023
C  5.05  1.54  -2.24  -1.012
C  3.67  1.44  -2.05  -0.838
N  3.39  1.12  -0.78  0.233
C  3.50  -1.79  3.20  0.785
C  2.46  -2.51  2.61  0.803
C  2.48  -3.90  2.63  -0.797
C  3.52  -4.58  3.25  -0.560
C  4.55  -3.87  3.84  -0.566
C  4.54  -2.48  3.81  -0.637
H  2.62  0.11  3.68  0.243
H  4.40  0.09  3.68  0.591
H  5.51  0.49  1.76  0.420
H  6.69  1.24  -0.77  0.462
H  5.55  1.78  -3.17  0.422
H  2.87  1.56  -2.77  0.777
H  1.64  -2.00  2.13  -0.054
H  1.67  -4.45  2.16  0.457
H  3.53  -5.66  3.26  0.384
H  5.37  -4.39  4.32  0.354
H  5.35  -1.92  4.26  0.329
C  1.10  4.19  -2.67  -1.438
C  0.01  3.15  -2.59  0.609
O  0.23  2.00  -2.89  -0.509
C  -1.36  3.59  -2.19  0.150
C  -2.28  2.62  -1.79  -0.051
C  -3.57  2.98  -1.43  -0.463
C  -3.95  4.32  -1.48  -0.584
C  -3.04  5.29  -1.86  -0.720
C  -1.75  4.93  -2.21  -0.409
H  2.06  3.69  -2.75  0.219
H  1.09  4.82  -1.77  0.358
H  0.94  4.83  -3.54  0.461
H  -1.96  1.60  -1.74  0.406
H  -4.27  2.22  -1.12  0.404
H  -4.96  4.60  -1.19  0.373
H  -3.34  6.33  -1.89  0.365
H  -1.04  5.70  -2.50  0.370

Its spin multiplicity is 1. The LUMO energy is 2.653 eV. Its net charge is -1. The HOMO energy comes out at -3.82 eV. Its orbital gap is 6.5 eV.

***

Record 4
Here is a molecular structure, C42H39N9OPRuS2 from OMol25. Energies are from ωB97M-V/def2-TZVPD.

Last column: Mulliken spin population.
Atoms and positions in Å:
Ru  -0.71  0.08  -0.20  0.905
N  -2.80  3.83  0.38  0.003
C  -2.43  2.59  -0.03  0.001
S  -1.88  1.47  1.20  0.020
N  -2.49  2.29  -1.28  0.006
N  -2.07  1.01  -1.58  -0.013
C  -2.53  0.57  -2.68  0.027
C  -2.14  -0.73  -3.18  0.000
C  -2.67  -1.22  -4.36  0.000
C  -2.26  -2.47  -4.81  -0.002
C  -1.33  -3.16  -4.06  0.007
C  -0.85  -2.58  -2.89  -0.003
N  -1.25  -1.40  -2.43  0.042
H  -2.98  3.98  1.36  0.001
H  -3.34  4.37  -0.28  0.000
H  -3.21  1.21  -3.25  0.002
H  -3.39  -0.63  -4.92  0.000
H  -2.65  -2.89  -5.73  0.000
H  -0.96  -4.13  -4.36  0.000
H  -0.11  -3.10  -2.30  0.000
N  -1.32  -1.62  2.32  0.006
P  -2.06  -1.62  0.79  -0.021
C  -2.16  -3.39  0.46  -0.002
C  -3.29  -4.12  0.81  0.000
C  -3.31  -5.50  0.65  0.000
C  -2.20  -6.16  0.13  0.000
C  -1.06  -5.44  -0.19  -0.001
C  -1.04  -4.07  -0.02  -0.001
C  -3.78  -1.13  0.99  -0.011
C  -4.56  -1.14  -0.17  -0.004
C  -5.89  -0.77  -0.10  0.000
C  -6.45  -0.40  1.11  -0.002
C  -5.68  -0.40  2.27  -0.001
C  -4.34  -0.77  2.21  0.018
C  -0.16  -0.93  2.56  0.004
C  0.44  -0.94  3.83  -0.003
C  1.59  -0.22  4.02  0.005
C  2.15  0.50  2.96  -0.008
C  1.53  0.44  1.75  0.020
N  0.39  -0.26  1.54  -0.004
H  -1.60  -2.28  3.03  0.000
H  -4.18  -3.63  1.19  -0.001
H  -4.20  -6.06  0.92  0.000
H  -2.22  -7.23  0.00  0.000
H  -0.18  -5.95  -0.57  0.000
H  -0.12  -3.52  -0.22  -0.002
H  -4.13  -1.45  -1.11  0.000
H  -6.50  -0.78  -1.00  0.000
H  -7.49  -0.12  1.17  0.000
H  -6.11  -0.12  3.21  0.000
H  -3.73  -0.75  3.10  -0.001
H  -0.03  -1.49  4.63  0.000
H  2.05  -0.20  5.00  0.000
H  3.06  1.07  3.08  0.000
H  1.91  0.95  0.88  -0.004
N  3.03  10.15  0.14  0.000
C  2.72  9.07  -0.09  0.000
C  2.33  7.71  -0.39  0.000
C  1.14  7.21  0.13  0.000
C  0.77  5.91  -0.15  0.000
C  1.59  5.12  -0.94  -0.001
C  2.78  5.61  -1.46  0.001
C  3.14  6.92  -1.19  0.000
N  1.21  3.77  -1.22  0.001
C  1.33  3.10  -2.42  -0.003
C  0.84  1.85  -2.21  0.002
N  0.43  1.75  -0.90  0.006
C  0.66  2.91  -0.34  -0.009
H  0.52  7.84  0.74  0.000
H  -0.18  5.51  0.21  0.001
H  3.42  4.98  -2.07  0.000
H  4.06  7.32  -1.59  0.000
H  1.71  3.59  -3.30  0.000
H  0.76  1.03  -2.90  0.001
H  0.45  3.16  0.69  0.001
C  6.43  -1.25  3.10  0.000
C  5.29  -1.43  2.13  0.000
C  5.16  -0.61  1.01  0.000
C  4.14  -0.80  0.10  -0.001
C  3.22  -1.82  0.32  0.000
C  3.32  -2.64  1.43  0.000
C  4.36  -2.45  2.33  0.000
S  1.89  -2.14  -0.79  0.002
C  2.83  -2.46  -2.28  0.003
O  1.17  -0.83  -1.14  0.011
H  6.83  -0.23  3.06  0.000
H  7.24  -1.93  2.85  0.000
H  6.13  -1.46  4.12  0.000
H  5.88  0.18  0.85  0.000
H  4.05  -0.15  -0.76  0.000
H  2.60  -3.44  1.59  0.000
H  4.44  -3.09  3.20  0.000
H  3.40  -1.56  -2.53  0.001
H  2.12  -2.70  -3.07  -0.001
H  3.50  -3.30  -2.09  0.000

Its spin multiplicity is 2. The LUMO energy (alpha / beta) is -5.158 / -6.019 eV. Its net charge is +2. The HOMO energy (alpha / beta) comes out at -13.21 / -13.27 eV. Its orbital gap (alpha / beta) is 8.1 / 7.2 eV.

***

Record 5
Here is a molecular structure, C42H39OSn from OMol25. Energies are from ωB97M-V/def2-TZVPD.

Last column: Mulliken charge in e.
Atoms and positions in Å:
C  1.16  0.57  -3.17  -1.657
C  0.23  0.08  -2.14  0.908
C  0.82  -0.69  -1.00  -0.760
C  -1.19  0.25  -2.16  -1.287
Sn  -1.54  2.33  -1.26  0.527
C  -3.58  3.12  -1.32  0.073
C  -4.05  3.97  -0.33  -0.275
C  -5.35  4.52  -0.44  -0.460
C  -6.16  4.21  -1.54  -0.454
C  -5.66  3.37  -2.53  -0.521
C  -4.37  2.82  -2.43  -0.428
C  -0.94  2.39  0.84  0.318
C  -0.54  3.59  1.43  -0.295
C  -0.13  3.59  2.78  -0.534
C  -0.12  2.40  3.52  -0.613
C  -0.54  1.21  2.91  -0.191
C  -0.99  1.21  1.58  -0.621
C  -0.37  3.92  -2.21  0.201
C  -0.96  4.71  -3.20  -0.487
C  -0.21  5.72  -3.82  -0.447
C  1.12  5.95  -3.44  -0.413
C  1.68  5.19  -2.40  -0.668
C  0.93  4.18  -1.78  -0.228
H  0.61  1.03  -4.01  0.344
H  1.84  1.37  -2.82  0.189
H  1.79  -0.24  -3.56  0.358
H  0.06  -0.77  -0.21  -0.790
H  1.59  -0.01  -0.57  0.606
H  -1.64  0.42  -3.15  0.561
H  -1.77  -0.41  -1.51  0.054
H  -3.44  4.23  0.54  0.287
H  -5.72  5.19  0.34  0.347
H  -7.16  4.63  -1.62  0.329
H  -6.28  3.13  -3.40  0.342
H  -4.00  2.17  -3.22  0.344
H  -0.53  4.53  0.87  0.429
H  0.19  4.53  3.24  0.354
H  0.20  2.40  4.56  0.347
H  -0.54  0.28  3.48  0.335
H  -1.37  0.29  1.14  0.164
H  -2.00  4.56  -3.50  0.312
H  -0.66  6.32  -4.61  0.349
H  1.71  6.73  -3.93  0.330
H  2.70  5.38  -2.07  0.337
H  1.37  3.61  -0.96  0.484
C  -1.42  -6.32  -3.89  -1.433
C  -0.66  -5.29  -3.11  1.082
C  0.65  -4.96  -3.47  -0.762
C  1.30  -3.90  -2.85  -0.508
C  0.68  -3.15  -1.84  0.216
C  1.48  -2.02  -1.20  0.810
C  1.98  -2.34  0.23  0.038
C  1.07  -2.73  1.22  -0.956
C  1.32  -2.40  2.55  -0.101
C  2.52  -1.77  2.88  1.014
O  2.70  -1.15  4.12  -0.390
C  2.66  -1.91  5.29  0.237
C  3.87  -2.06  5.96  -0.450
C  3.99  -3.08  6.90  -0.300
C  2.87  -3.87  7.22  -0.503
C  1.63  -3.60  6.64  -0.560
C  1.50  -2.58  5.69  -0.168
C  3.52  -1.60  1.92  -0.545
C  3.25  -1.89  0.60  -0.705
C  -0.62  -3.51  -1.45  0.088
C  -1.23  -4.64  -2.01  -1.228
H  -2.40  -6.51  -3.45  0.339
H  -1.59  -5.99  -4.93  0.292
H  -0.86  -7.26  -3.96  0.337
H  1.16  -5.52  -4.26  0.318
H  2.32  -3.62  -3.14  0.316
H  2.37  -1.89  -1.81  0.769
H  0.14  -3.22  0.97  0.354
H  0.56  -2.56  3.31  -0.011
H  4.71  -1.42  5.68  0.402
H  4.95  -3.26  7.38  0.344
H  2.97  -4.68  7.95  0.343
H  0.74  -4.17  6.92  0.361
H  0.53  -2.31  5.27  0.483
H  4.47  -1.16  2.22  0.382
H  4.00  -1.71  -0.17  0.315
H  -1.14  -2.92  -0.70  0.425
H  -2.18  -5.00  -1.60  0.252

Its spin multiplicity is 1. The LUMO energy is 2.464 eV. Its net charge is -1. The HOMO energy comes out at -1.08 eV. Its orbital gap is 3.5 eV.

***

Record order is preserved below.
Maximum force: 0.953; 3.119; 0.091; 0.604; 2.684 eV/A
Record order is preserved below.
Total energy: -2777.22092; -3359.64012; -3136.61923; -3424.17642; -1913.26884 a.u.